The following is a DFT calculation (wB97M-V/def2-TZVPD) of a molecular structure, C39H51FeN3O3 at a distorted geometry.

Summary:
Molar mass   665.70 g/mol
LUMO (spin up / spin down)   -0.06469 / -0.14818 hartree
Energy relative to the best compared isomer or geometry (same formula, charge and spin)   9.3 kcal per mole
HOMO-LUMO gap (spin up / spin down)   8.55 / 6.43 eV
Strongest force on any atom   1.6 eV/A

```
! wB97M-V def2-TZVPD RIJCOSX def2/J DEFGRID3
* xyz 1 6
C 1.944 -5.089 0.203
C 3.660 1.926 1.216
C -2.732 -4.080 -0.660
H 2.381 4.626 -2.575
H -1.536 4.493 2.709
C -3.385 0.909 -0.838
H -4.254 -1.286 2.540
C 5.200 -1.350 -0.743
C -1.324 -2.084 -0.653
C 6.150 -2.575 1.094
C 6.518 -0.242 -2.380
H 0.061 3.239 -0.439
N 2.859 -0.959 -0.937
H -2.784 1.635 -3.442
O 5.233 -0.632 -1.894
H 0.706 3.275 2.518
O 0.605 -5.274 -0.219
H 7.020 -2.995 1.583
N 1.119 -2.360 -0.443
H 0.634 3.401 -3.845
H -1.966 1.321 4.003
C 4.896 -2.712 1.657
C 0.643 1.730 -2.490
C -2.064 3.656 2.244
H 7.088 0.266 -1.602
O 2.603 1.276 0.508
C 1.179 1.144 -1.348
C 3.781 -2.178 1.011
H 2.336 -6.082 0.394
C 6.306 -1.877 -0.104
H 3.129 -0.171 -1.507
H -4.982 -1.147 -2.025
Fe -1.363 -0.058 -0.746
C -1.877 1.719 0.728
H -2.680 -0.133 4.673
H -0.095 -0.063 2.757
H 2.808 -2.226 1.488
H -4.063 -0.821 0.402
H 3.330 2.885 1.619
C 1.522 -1.124 -0.750
H -6.387 1.452 -2.383
C -0.200 -2.904 -0.466
H 3.931 1.263 2.030
H 4.525 2.078 0.570
C 3.920 -1.534 -0.206
H -3.459 -2.116 -0.907
H -3.032 -2.095 3.520
C 2.144 1.863 -0.618
H 2.573 -4.645 -0.574
H 3.312 3.660 -0.516
H -2.864 4.061 1.618
H -3.659 0.950 3.680
C -1.071 2.840 1.393
H 0.155 4.506 0.787
H -3.713 -4.541 -0.735
C -2.577 -2.706 -0.757
H -0.764 -1.467 3.591
C 2.567 3.107 -1.072
H -3.753 2.935 -2.719
C -2.661 0.517 3.795
H -0.078 1.155 -3.064
C -4.311 0.932 -2.042
H -4.451 1.901 -3.966
H -0.196 1.936 3.196
H -5.064 -0.364 -3.599
C 0.110 2.395 2.262
H -1.300 4.348 -0.185
H -5.621 2.402 -1.097
C -4.467 -0.450 -2.688
H -2.150 2.726 -1.203
H -3.504 -0.883 -2.965
H -2.521 3.059 3.034
C 2.030 3.658 -2.233
C -2.381 1.889 -0.559
H -1.689 -5.936 -0.338
C -5.687 1.406 -1.544
C -3.788 1.909 -3.098
H -2.970 -2.246 1.763
C 1.055 2.980 -2.941
H 7.292 -1.752 -0.530
C -2.504 0.462 1.261
H 2.005 -4.515 1.129
H 7.076 -1.108 -2.737
C -3.195 -1.560 2.583
C -0.353 -4.300 -0.358
H 1.870 -3.020 -0.426
C -0.839 -0.854 2.688
C -2.282 -0.325 2.564
H 0.753 1.695 1.732
H -0.590 -1.487 1.837
C -0.510 3.780 0.315
H 4.773 -3.220 2.606
C -3.416 0.032 0.291
C -1.619 -4.859 -0.443
N 0.683 -0.151 -0.978
H -6.093 0.723 -0.794
H 6.342 0.436 -3.207
*
```

Atomic partial charges in e from the Mulliken method, atoms 1 to 4: number 1, C, carries -0.77; number 2, C, carries -1.32; number 3, C, carries -1.04; number 4, H, carries 0.44

=====

The following is a DFT calculation (wB97M-V/def2-TZVPD) of a molecular structure, C39H51N10O2PPd at a distorted geometry.

Summary:
Molar mass   829.30 g/mol
LUMO (spin up / spin down)   -0.36724 / -0.49375 hartree
Energy relative to the best compared isomer or geometry (same formula, charge and spin)   49.3 kcal per mole
HOMO-LUMO gap (spin up / spin down)   6.80 / 3.28 eV
Strongest force on any atom   4.1 eV/A

```
! wB97M-V def2-TZVPD RIJCOSX def2/J DEFGRID3
* xyz 4 5
H -0.617 7.531 9.635
C 5.629 -1.516 -0.899
C 5.523 -3.506 -2.379
C 0.379 6.277 4.769
C 3.528 -0.369 -0.358
C 0.340 3.002 2.263
H 1.153 7.540 9.677
C 0.093 -1.700 -5.074
N 0.345 2.542 4.414
C 0.358 1.941 3.199
C 0.399 0.578 2.797
H -2.998 0.548 -3.947
H -4.305 2.673 -2.853
H 0.260 9.080 9.600
H -5.067 -3.522 -1.113
C 4.674 -4.759 -2.517
H 2.648 -5.213 -3.162
H 5.175 -5.482 -3.156
C -4.891 -0.330 -1.474
H -4.747 1.680 -0.678
H -5.699 -0.911 -1.935
C 0.418 -1.800 3.145
C -2.240 -2.132 -4.738
C -2.317 -4.299 -2.111
H -1.256 -2.356 -6.667
N 0.497 -0.932 0.932
C 0.467 -1.959 1.758
C 0.577 2.079 -1.773
H 0.481 -2.948 1.311
H -1.290 -4.140 -1.739
C -4.547 1.614 -2.836
P -2.434 -1.626 -2.047
C -4.051 -3.428 -0.713
H -4.766 -0.690 -0.448
O -1.508 -1.228 -0.943
H -3.218 -1.661 -4.842
H 6.519 -2.016 -0.510
H -2.796 -4.611 0.600
N 2.744 -3.322 -2.288
H 0.397 -2.666 3.787
C -1.249 -1.683 -5.814
H 5.772 -3.110 -3.370
C 0.381 7.304 5.667
H -1.476 -0.680 -6.179
N 4.823 -2.485 -1.621
C 0.347 5.686 7.502
H 5.370 -0.124 0.729
C -3.300 0.738 -2.914
N -3.136 -3.129 -1.807
C 3.329 -4.366 -3.112
H -2.332 -6.272 -1.168
C -3.007 -5.449 -1.388
C 0.495 3.432 -1.433
H 3.469 -3.986 -4.129
H 4.521 -5.216 -1.539
H 0.468 -1.446 -2.892
C 0.449 0.327 1.397
H 0.522 4.187 -2.202
H 0.335 4.801 0.222
C 0.349 4.665 6.590
C 0.397 3.774 -0.104
C 0.275 8.044 9.260
H -2.450 1.199 -2.387
H 5.967 -0.729 -1.585
C 0.459 1.410 0.433
H -4.048 -2.626 0.030
N 0.553 1.111 -0.878
Pd 0.645 -1.096 -1.274
C 0.387 2.758 0.858
C -0.297 -1.151 -3.700
H -5.202 1.399 -3.678
C 0.342 7.046 7.075
H -2.262 -4.473 -3.187
H 0.411 6.468 3.707
C 0.329 3.904 4.200
O 0.311 8.087 7.853
H 0.358 3.652 6.962
C -5.199 1.169 -1.529
C 0.398 -0.526 3.665
H 6.465 -3.735 -1.880
N -3.677 -0.506 -2.253
N -1.602 -1.760 -3.464
H 0.680 1.788 -2.812
C -3.576 -4.768 -0.147
H 0.452 -2.728 -4.985
H 0.856 -1.099 -5.565
H 1.765 -3.393 -2.016
H -0.366 -0.051 -3.743
H -6.268 1.367 -1.518
H 2.878 0.048 0.417
C 3.483 -2.388 -1.644
N 2.801 -1.396 -1.079
H -4.382 -5.335 0.309
H -2.384 -3.214 -4.773
H 0.368 -0.389 4.736
C 0.344 4.928 5.200
H 3.772 0.446 -1.052
H 4.589 -1.683 0.983
H 0.352 2.080 5.310
N 0.320 4.176 2.901
H 0.354 5.456 8.556
H 0.416 8.330 5.337
C 4.816 -0.919 0.239
H -3.820 -5.828 -2.006
*
```

Atomic partial charges in e from the Mulliken method, atoms 1 to 4: number 1, H, carries 0.38; number 2, C, carries -0.61; number 3, C, carries -0.44; number 4, C, carries -0.50